[1]
ORCA calculation (ωB97M-V with the def2-TZVPD basis set) on a 2-piece molecular cluster, C40H58ClFNO6 overall.

Values from the calculation:
* multiplicity: 1
* HOMO: -0.181 Ha
* orbital gap: 6.980 eV
* total charge: -1

Last column: Löwdin charge in e.
Atoms and positions in Å:
C: -6.495 -1.285 3.361  -0.11
C: -5.704 -1.930 2.158  -0.17
C: -4.977 -0.879 1.204  -0.26
F: -5.557 0.405 1.234  -0.04
C: -3.439 -0.920 1.441  -0.04
C: -2.729 -2.123 0.910  -0.11
C: -3.511 -3.253 0.166  -0.05
C: -1.282 -2.329 1.087  -0.08
C: -0.521 -3.596 0.582  -0.10
C: -0.054 -3.505 -0.922  -0.19
O: 1.362 -3.791 -0.934  -0.17
C: 1.991 -3.182 -2.070  -0.17
C: 2.345 -1.705 -1.609  -0.15
O: 3.043 -0.974 -2.673  -0.10
C: 2.288 0.209 -2.836  -0.28
C: 1.473 0.320 -4.043  0.02
C: 0.661 1.552 -4.164  -0.03
C: 0.663 2.608 -3.133  -0.16
C: -0.253 3.892 -3.271  -0.45
C: -0.550 4.581 -1.872  -0.06
C: 0.666 4.942 -4.069  -0.07
C: -1.522 3.666 -4.174  -0.13
C: -2.777 2.989 -3.479  -0.54
C: -3.873 4.039 -2.985  -0.07
C: -3.516 2.156 -4.633  -0.09
C: -2.452 1.944 -2.344  -0.05
C: 1.541 2.436 -1.957  -0.01
C: 2.358 1.239 -1.808  0.01
C: -0.504 -1.305 1.784  0.03
C: -1.197 -0.116 2.311  0.01
C: -2.632 0.073 2.156  -0.07
C: -3.272 1.347 2.786  -0.14
C: -3.898 1.105 4.230  -0.23
C: -2.878 0.513 5.270  -0.53
Cl: -3.177 -1.253 5.594  0.53
C: -0.102 0.760 3.002  -0.35
O: -0.115 1.891 3.406  0.12
N: 1.038 -0.122 3.086  0.09
C: 1.010 -0.724 4.473  -0.66
O: 1.768 -0.239 5.321  -0.01
O: 0.186 -1.680 4.750  -0.06
C: 1.017 -1.212 2.133  -0.31
O: 1.930 -1.875 1.734  0.12
H: -7.311 -2.008 3.647  0.07
H: -5.793 -1.279 4.246  0.04
H: -6.919 -0.274 3.156  0.07
H: -6.465 -2.462 1.515  0.11
H: -4.991 -2.736 2.489  0.11
H: -5.141 -1.272 0.159  0.12
H: -4.037 -3.858 0.963  0.09
H: -4.250 -2.868 -0.590  0.08
H: -2.847 -3.965 -0.392  0.07
H: 0.397 -3.695 1.225  0.12
H: -1.120 -4.529 0.790  0.12
H: -0.539 -4.373 -1.467  0.12
H: -0.325 -2.537 -1.415  0.13
H: 2.976 -3.682 -2.279  0.13
H: 1.314 -3.178 -2.972  0.13
H: 1.348 -1.205 -1.431  0.12
H: 2.895 -1.670 -0.636  0.12
H: 1.430 -0.473 -4.829  0.11
H: 0.048 1.620 -5.096  0.09
H: -1.460 5.227 -1.870  0.07
H: -0.547 3.821 -1.039  0.08
H: 0.343 5.240 -1.657  0.08
H: 1.680 4.978 -3.582  0.09
H: 0.839 4.502 -5.092  0.09
H: 0.187 5.958 -4.129  0.09
H: -1.857 4.696 -4.510  0.13
H: -1.315 3.100 -5.121  0.10
H: -4.748 3.408 -2.652  0.08
H: -3.495 4.717 -2.182  0.07
H: -4.257 4.604 -3.885  0.08
H: -3.739 2.774 -5.539  0.08
H: -2.757 1.376 -4.953  0.08
H: -4.390 1.579 -4.236  0.08
H: -1.633 1.224 -2.599  0.08
H: -2.256 2.495 -1.382  0.08
H: -3.409 1.369 -2.156  0.08
H: 1.590 3.201 -1.153  0.10
H: 2.994 1.104 -0.906  0.12
H: -2.418 2.067 2.963  0.11
H: -3.975 1.897 2.106  0.11
H: -4.197 2.138 4.587  0.11
H: -4.843 0.513 4.188  0.06
H: -1.825 0.732 4.956  0.07
H: -3.016 1.047 6.253  0.07
C: 4.642 -1.098 2.765  -0.11
C: 6.162 -1.020 2.675  -0.27
C: 6.659 -0.538 1.312  -0.23
C: 6.294 -1.442 0.131  -0.22
C: 6.784 -2.886 0.246  -0.27
C: 8.303 -3.002 0.299  -0.12
H: 4.231 -1.810 2.052  0.04
H: 4.339 -1.421 3.763  0.08
H: 4.190 -0.121 2.578  0.08
H: 6.595 -1.997 2.918  0.10
H: 6.523 -0.327 3.442  0.10
H: 7.746 -0.413 1.356  0.09
H: 6.251 0.461 1.119  0.11
H: 6.706 -0.999 -0.784  0.11
H: 5.208 -1.449 -0.003  0.09
H: 6.423 -3.444 -0.624  0.10
H: 6.348 -3.369 1.124  0.10
H: 8.758 -2.568 -0.595  0.07
H: 8.600 -4.053 0.352  0.06
H: 8.717 -2.499 1.175  0.06

[2]
ORCA calculation (ωB97M-V with the def2-TZVPD basis set) on a 10-piece molecular cluster, C12H41F3N16O11 overall.

Values from the calculation:
* multiplicity: 1
* HOMO: -0.227 Ha
* orbital gap: 5.728 eV

Last column: Löwdin charge in e.
Atoms and positions in Å:
O: 4.342 -5.408 -11.948  0.37
H: 4.860 -5.285 -11.149  0.16
H: 4.698 -6.183 -12.388  0.18
H: 3.430 -5.461 -11.655  0.16
C: -0.209 -6.415 -10.108  -0.48
O: 0.512 -6.371 -8.874  -0.13
O: 0.487 -5.595 -11.042  -0.30
C: -0.757 -7.781 -10.641  -0.66
F: 0.217 -8.688 -10.890  0.11
F: -1.531 -8.358 -9.832  0.18
F: -1.567 -7.636 -11.691  0.13
C: -0.061 -7.095 -7.700  -0.27
C: 0.632 -6.801 -6.433  -0.09
H: 0.179 -7.501 -5.731  0.08
H: 1.712 -6.944 -6.469  0.07
H: 0.419 -5.737 -6.323  0.08
H: 0.216 -8.116 -7.960  0.10
H: -1.148 -7.030 -7.749  0.12
H: -1.093 -5.838 -9.836  0.13
C: 4.350 -11.463 -14.255  -0.79
O: 4.519 -12.665 -14.214  0.02
N: 5.038 -10.630 -14.970  0.17
N: 3.372 -10.855 -13.601  0.16
H: 4.587 -9.727 -14.975  0.09
H: 5.516 -10.794 -15.845  0.12
H: 2.627 -11.396 -13.186  0.12
H: 3.353 -9.851 -13.701  0.09
C: 3.163 -1.212 -7.584  -0.77
O: 2.749 -0.932 -6.434  -0.01
N: 2.811 -2.302 -8.221  0.17
N: 4.091 -0.613 -8.230  0.16
H: 2.431 -3.135 -7.794  0.12
H: 3.085 -2.251 -9.192  0.09
H: 4.224 0.368 -8.031  0.12
H: 4.496 -0.990 -9.075  0.11
C: 6.814 -0.604 -13.087  -0.77
O: 6.151 -1.228 -12.265  0.02
N: 6.620 -0.464 -14.366  0.15
N: 7.878 0.114 -12.846  0.15
H: 5.845 -0.958 -14.784  0.13
H: 7.142 0.257 -14.843  0.11
H: 8.222 0.516 -13.706  0.10
H: 8.401 -0.123 -12.015  0.13
C: 8.875 -5.741 -14.520  -0.78
O: 7.937 -6.529 -14.605  0.03
N: 8.748 -4.510 -14.872  0.15
N: 10.129 -5.906 -14.176  0.15
H: 9.581 -3.972 -15.066  0.11
H: 7.916 -4.346 -15.420  0.12
H: 10.491 -6.799 -13.874  0.12
H: 10.849 -5.316 -14.568  0.11
C: 7.944 -4.638 -8.711  -0.84
O: 6.847 -4.700 -9.160  0.05
N: 8.975 -4.929 -9.411  0.17
N: 8.278 -4.147 -7.559  0.17
H: 8.837 -5.392 -10.298  0.12
H: 9.898 -5.029 -9.014  0.11
H: 9.197 -4.056 -7.150  0.12
H: 7.528 -3.761 -7.003  0.12
C: 1.455 0.279 -12.437  -0.83
O: 0.275 0.408 -12.397  0.07
N: 1.999 -0.903 -12.365  0.16
N: 2.314 1.165 -12.838  0.16
H: 2.991 -0.943 -12.176  0.09
H: 1.372 -1.649 -12.101  0.12
H: 3.286 0.993 -12.627  0.10
H: 2.007 2.079 -13.139  0.12
C: 1.457 -7.667 -15.939  -0.71
O: 2.515 -7.547 -15.266  -0.04
N: 1.425 -8.362 -17.075  0.15
N: 0.314 -7.028 -15.735  0.17
H: 0.475 -8.498 -17.388  0.10
H: 2.182 -8.986 -17.315  0.11
H: 0.310 -6.586 -14.827  0.12
H: -0.546 -7.196 -16.236  0.11
C: 4.643 -9.407 -9.394  -0.79
O: 4.799 -8.784 -10.440  -0.01
N: 4.609 -8.911 -8.162  0.17
N: 4.290 -10.620 -9.506  0.18
H: 4.464 -7.919 -8.035  0.11
H: 4.323 -9.519 -7.408  0.10
H: 4.274 -10.896 -10.477  0.12
H: 3.865 -11.099 -8.725  0.12

[3]
ORCA calculation (ωB97M-V with the def2-TZVPD basis set) on C22H25BBeBrCa2Cl4F6N2O10P as an isolated structure.

Values from the calculation:
* multiplicity: 1
* HOMO: -0.384 Ha
* orbital gap: 1.529 eV
* total charge: +2

Last column: Löwdin charge in e.
Atoms and positions in Å:
C: -3.042 -3.962 1.596  -0.08
C: -2.093 -3.011 0.837  -0.20
C: -0.754 -2.701 1.569  -0.20
O: -0.764 -2.917 2.962  -0.15
C: -1.466 -1.935 3.671  -0.11
C: -0.819 -0.557 3.615  -0.04
C: -1.498 0.562 3.906  -0.12
C: -2.947 0.642 4.363  -0.12
P: -4.214 0.269 3.065  0.46
O: -5.152 1.381 2.953  -0.26
O: -3.500 -0.047 1.657  -0.12
O: -4.980 -1.075 3.546  -0.10
C: -0.786 1.908 3.780  -0.24
O: -1.023 2.865 4.453  0.19
C: 0.277 1.951 2.673  -0.15
O: 0.526 3.126 1.916  0.07
C: 0.144 2.893 0.692  -0.36
N: 0.146 2.442 -0.386  0.16
C: 0.963 0.861 2.435  -0.44
Cl: 2.238 0.801 1.232  0.69
C: 0.646 -0.399 3.225  -0.33
O: 1.471 -1.193 3.559  0.19
H: -3.697 -3.413 2.287  0.06
H: -2.532 -4.807 2.066  0.07
H: -3.721 -4.394 0.843  0.08
H: -1.815 -3.522 -0.099  0.09
H: -2.592 -2.086 0.516  0.08
H: -0.004 -3.390 1.170  0.10
H: -0.430 -1.679 1.270  0.12
H: -1.460 -2.254 4.729  0.17
H: -2.530 -1.911 3.384  0.10
H: -3.175 1.648 4.737  0.11
H: -3.091 -0.037 5.220  0.12
H: -3.375 0.757 1.140  0.09
H: -4.507 -1.431 4.310  0.07
Be: 1.334 4.458 -1.228  0.52
N: -1.086 3.678 -5.785  0.05
C: -0.440 3.982 -4.662  -0.18
C: 0.419 5.062 -4.530  -0.14
C: 0.624 5.875 -5.632  -0.07
C: -0.036 5.578 -6.811  -0.06
C: -0.877 4.474 -6.834  -0.14
H: -0.630 3.314 -3.824  0.08
H: 0.919 5.262 -3.585  -0.10
H: 1.289 6.728 -5.570  0.11
H: 0.096 6.187 -7.694  0.11
H: -1.417 4.205 -7.735  0.11
C: 2.323 -3.541 -2.860  -0.06
C: 1.958 -2.463 -1.867  -0.35
O: 0.794 -2.926 -1.289  0.12
C: 0.853 -4.316 -1.331  -0.53
O: 0.164 -5.010 -0.700  0.21
O: 1.838 -4.725 -2.209  -0.16
F: 1.654 -1.250 -2.525  -0.27
H: 1.813 -3.419 -3.818  0.14
H: 3.395 -3.605 -3.039  0.14
H: 2.720 -2.285 -1.089  0.15
F: -0.587 -4.972 3.207  -0.27
Cl: 3.246 6.819 2.441  0.55
C: 2.234 5.798 3.497  -0.68
C: 2.701 5.817 4.930  -0.66
Cl: 4.269 4.997 5.131  0.55
H: 2.238 4.787 3.093  0.04
H: 1.219 6.188 3.434  0.08
H: 1.984 5.290 5.558  0.07
H: 2.800 6.834 5.304  0.07
Br: 2.146 6.633 -2.007  0.05
B: 2.236 -6.727 -5.205  -1.27
F: 2.730 -7.192 -6.549  -0.18
F: 1.787 -5.417 -5.319  0.14
F: 1.205 -7.556 -4.830  0.08
F: 3.302 -6.789 -4.316  0.06
Ca: 3.093 -0.018 -2.255  1.32
Cl: 1.550 -7.005 -2.273  0.43
Ca: 3.745 -8.167 -8.129  1.90

[4]
ORCA calculation (ωB97M-V with the def2-TZVPD basis set) on C30H37N7S2Ti as an isolated structure.

Values from the calculation:
* multiplicity: 3
* HOMO (spin up / spin down): -0.163 / -0.198 Ha
* ⟨S²⟩: 2.0105
* orbital gap (spin up / spin down): 3.738 / 4.690 eV

Last column: Mulliken spin population.
Atoms and positions in Å:
Ti: -0.889 -0.718 -0.054  1.82
C: 3.777 -2.157 4.493  0.00
C: 3.155 -1.721 3.193  0.01
C: 3.294 -0.421 2.721  0.00
C: 2.665 -0.018 1.555  0.03
C: 1.883 -0.888 0.798  -0.06
N: 1.178 -0.471 -0.347  -0.08
C: 1.883 -0.287 -1.499  0.02
C: 3.300 -0.394 -1.543  0.01
C: 4.046 -0.214 -2.684  0.00
C: 3.435 0.063 -3.905  0.00
C: 4.226 0.252 -5.173  0.00
C: 2.057 0.134 -3.902  0.01
C: 1.275 -0.007 -2.754  0.04
N: -0.153 0.062 -2.947  0.07
C: -0.752 0.458 -4.105  0.08
C: -2.050 0.021 -4.087  -0.03
C: -2.188 -0.644 -2.858  0.10
N: -1.057 -0.582 -2.158  -0.07
C: 1.760 -2.199 1.276  -0.01
C: 2.371 -2.596 2.456  -0.01
N: 0.974 -3.159 0.572  0.02
C: 1.242 -4.477 0.425  0.01
C: 0.159 -5.048 -0.195  0.00
C: -0.733 -3.985 -0.408  0.01
N: -0.233 -2.856 0.064  0.02
H: 4.478 -1.408 4.860  0.00
H: 4.315 -3.100 4.381  0.00
H: 3.012 -2.303 5.258  0.00
H: 3.890 0.291 3.282  0.00
H: 2.786 0.998 1.198  0.00
H: 3.815 -0.644 -0.628  0.00
H: 5.124 -0.319 -2.629  0.00
H: 5.159 -0.312 -5.139  0.00
H: 4.485 1.302 -5.334  0.00
H: 3.662 -0.084 -6.044  0.00
H: 1.571 0.257 -4.861  0.00
H: -0.224 1.013 -4.857  0.02
H: -2.796 0.170 -4.847  0.00
H: -3.057 -1.099 -2.409  0.01
H: 2.191 -3.600 2.823  0.00
H: 2.176 -4.893 0.760  0.00
H: 0.038 -6.081 -0.470  0.00
H: -1.709 -3.977 -0.865  0.00
C: -5.031 -0.995 2.438  0.00
C: -3.596 -0.802 2.007  0.03
S: -3.362 -0.813 0.248  -0.04
C: -2.589 -0.693 2.897  0.01
C: -2.858 -0.736 4.390  0.00
S: -0.883 -0.557 2.458  -0.02
H: -5.703 -0.464 1.762  0.00
H: -5.211 -0.644 3.455  0.00
H: -5.309 -2.053 2.398  0.00
H: -3.555 0.047 4.705  0.00
H: -1.927 -0.600 4.936  0.00
H: -3.289 -1.694 4.695  0.00
C: -0.127 3.968 0.140  0.00
C: 0.059 2.439 0.001  0.05
N: -1.241 1.770 -0.008  -0.05
C: -2.005 2.173 -1.194  -0.01
C: -2.136 3.711 -1.263  0.00
N: -1.593 4.268 0.018  0.00
C: -2.337 3.655 1.169  0.00
C: -2.003 2.151 1.193  0.00
H: 0.390 4.526 -0.640  0.00
H: 0.190 4.342 1.112  0.00
H: 0.636 2.044 0.837  -0.01
H: 0.595 2.193 -0.916  -0.01
H: -2.975 1.678 -1.134  -0.01
H: -1.499 1.828 -2.092  0.02
H: -3.170 4.044 -1.348  0.00
H: -1.557 4.144 -2.078  0.00
H: -1.726 5.275 0.028  0.00
H: -3.396 3.854 1.007  0.00
H: -2.015 4.164 2.076  0.00
H: -2.906 1.541 1.221  0.00
H: -1.416 1.876 2.068  -0.01